# 1
{"formula": "C4H12", "method": "ωB97M-V with the def2-TZVPD basis set", "e_above_lowest_ev": 0.3962, "multiplicity": 2, "lumo_ev": [4.26, 4.50], "molar_mass_g_mol": 60.14, "charge": -1, "elements": ["C", "C", "H", "H", "H", "H", "H", "H", "C", "C", "H", "H", "H", "H", "H", "H"], "coordinates": [[0.16857, 1.75908, -2.46083], [0.71060, 1.19098, -1.12912], [-0.83249, 1.41842, -2.71860], [0.19024, 2.85578, -2.41585], [0.89854, 1.52029, -3.23418], [1.27429, 0.27986, -1.33483], [-0.10236, 0.90352, -0.45500], [1.24742, 1.92865, -0.52960], [-0.25282, -1.92142, 1.19959], [-0.55761, -1.06726, 2.41932], [0.33181, -1.41594, 0.43955], [0.14690, -2.91071, 1.45699], [-1.17719, -2.21328, 0.67904], [-0.93986, -1.64088, 3.25211], [-1.32733, -0.33081, 2.15762], [0.22130, -0.35625, 2.67380]], "atomic_forces_ev_per_a": [[0.91, 0.64, 0.57], [-1.04, -0.13, -0.02], [0.09, -0.10, -0.06], [-0.39, -0.10, -0.01], [-0.25, -0.17, -0.33], [0.28, 0.14, 0.29], [-0.06, -0.13, -0.13], [0.47, -0.12, -0.35], [-0.74, -0.92, -0.16], [-0.56, 1.04, -0.79], [0.36, 0.04, 0.17], [0.58, 0.36, -0.01], [-0.11, 0.29, 0.13], [0.15, -0.10, 0.34], [-0.38, -0.25, -0.06], [0.68, -0.48, 0.41]]}



# 2
{"formula": "C4H12", "method": "ωB97M-V with the def2-TZVPD basis set", "e_above_lowest_ev": 0.2294, "multiplicity": 2, "lumo_ev": [4.31, 4.43], "molar_mass_g_mol": 60.14, "charge": -1, "elements": ["C", "C", "H", "H", "H", "H", "H", "H", "C", "C", "H", "H", "H", "H", "H", "H"], "coordinates": [[-0.78855, -0.17331, 2.12223], [-0.41369, 1.30231, 2.29319], [-1.43047, -0.33929, 1.25214], [0.06310, -0.83704, 1.97854], [-1.31370, -0.53559, 3.00717], [0.49776, 1.53311, 1.73013], [-0.12116, 1.49795, 3.33284], [-1.25052, 1.94571, 2.03303], [0.94175, -0.52235, -1.51257], [0.25069, -0.63851, -2.88083], [1.41793, 0.45531, -1.40207], [0.22307, -0.60666, -0.69169], [1.61126, -1.35184, -1.28885], [-0.75932, -0.23467, -2.85556], [0.88238, -0.17300, -3.64391], [0.16733, -1.69693, -3.15108]], "atomic_forces_ev_per_a": [[-0.18, -0.18, 0.06], [0.64, -0.49, 0.36], [-0.03, 0.09, 0.05], [0.26, 0.14, 0.05], [-0.21, 0.01, -0.02], [-0.40, 0.20, -0.32], [-0.22, 0.01, -0.02], [0.10, 0.21, -0.10], [-0.76, -0.04, 0.34], [0.60, -0.65, 0.34], [0.21, -0.21, 0.10], [-0.10, 0.29, -0.17], [0.50, 0.17, -0.36], [0.07, 0.28, -0.19], [-0.35, 0.11, -0.09], [-0.13, 0.07, -0.04]]}



# 3
{"formula": "C4H12", "method": "ωB97M-V with the def2-TZVPD basis set", "e_above_lowest_ev": 1.1983, "multiplicity": 2, "lumo_ev": [4.22, 4.47], "molar_mass_g_mol": 60.14, "charge": -1, "elements": ["C", "C", "H", "H", "H", "H", "H", "H", "C", "C", "H", "H", "H", "H", "H", "H"], "coordinates": [[0.54873, -1.26139, 2.41316], [0.74278, -0.68970, 1.00994], [0.45933, -0.47339, 3.19107], [-0.24194, -1.90501, 2.52981], [1.36168, -2.02896, 2.63307], [1.30447, -1.29084, 0.23971], [1.39392, 0.19767, 1.16036], [-0.08812, -0.26460, 0.50741], [-0.14547, 1.55523, -1.56896], [-1.15188, 0.39726, -1.88418], [0.79138, 1.13284, -1.46640], [-0.16717, 2.24635, -2.35757], [-0.37953, 2.14795, -0.58682], [-1.64945, 0.22256, -2.87029], [-1.96298, 0.61369, -1.32823], [-0.78652, -0.60668, -1.47192]], "atomic_forces_ev_per_a": [[2.33, -0.17, -0.10], [2.09, 0.69, 0.01], [0.34, -0.51, -0.48], [-2.57, -1.21, -0.02], [-0.25, 1.43, 0.05], [-0.69, 0.07, 0.99], [-0.04, -0.30, -0.22], [-1.14, 0.00, -0.08], [-2.43, -0.04, 1.23], [1.93, -1.51, -0.44], [2.20, -0.57, 0.24], [0.20, 1.17, -1.08], [0.17, -1.30, -1.67], [1.33, 0.45, 0.23], [-3.07, 0.47, 2.21], [-0.39, 1.33, -0.85]]}



# 4
{"formula": "C4H12", "method": "ωB97M-V with the def2-TZVPD basis set", "e_above_lowest_ev": 0.4964, "multiplicity": 2, "lumo_ev": [4.34, 4.55], "molar_mass_g_mol": 60.14, "charge": -1, "elements": ["C", "C", "H", "H", "H", "H", "H", "H", "C", "C", "H", "H", "H", "H", "H", "H"], "coordinates": [[-1.01114, -1.41522, -0.42329], [-2.20894, -0.79137, -1.17163], [-1.26061, -2.46611, -0.28767], [-0.09869, -1.19195, -0.97247], [-0.89111, -0.87968, 0.51912], [-2.53028, -1.48157, -1.96117], [-1.92764, 0.10049, -1.74591], [-3.01052, -0.48917, -0.49973], [1.23369, 1.52620, 1.32196], [2.06311, 0.71616, 0.33561], [1.45369, 2.58697, 1.35733], [0.19269, 1.40187, 1.05749], [1.13533, 0.95663, 2.25411], [2.37616, 1.25264, -0.56169], [1.53624, -0.14323, -0.06114], [2.94803, 0.31734, 0.83907]], "atomic_forces_ev_per_a": [[-0.94, 1.08, -0.19], [0.55, 0.18, -0.70], [0.62, -0.10, 0.22], [0.10, -0.66, -0.19], [0.05, -0.34, 0.25], [-0.38, -0.05, 0.29], [0.13, 0.09, 0.34], [-0.21, -0.29, -0.07], [-1.02, -1.18, -0.32], [0.66, -0.17, -0.03], [0.21, -0.03, 0.47], [-0.56, 0.60, -0.69], [0.85, 0.59, 0.40], [0.07, 0.31, 0.15], [-0.34, -0.14, 0.25], [0.21, 0.11, -0.20]]}



# 5
{"formula": "C4H12", "method": "ωB97M-V with the def2-TZVPD basis set", "e_above_lowest_ev": 0.6777, "multiplicity": 2, "lumo_ev": [4.20, 4.47], "molar_mass_g_mol": 60.14, "charge": -1, "elements": ["C", "C", "H", "H", "H", "H", "H", "H", "C", "C", "H", "H", "H", "H", "H", "H"], "coordinates": [[-0.14291, -2.62229, 1.12162], [0.34980, -1.52497, 0.19448], [0.54479, -2.65972, 1.97996], [-1.13922, -2.63687, 1.56478], [-0.00125, -3.64215, 0.75666], [-0.26419, -1.58391, -0.70528], [1.40838, -1.65900, -0.04708], [0.39343, -0.52009, 0.60016], [0.06185, 2.26464, 0.05760], [-0.40130, 1.85343, -1.38264], [-0.16388, 3.32763, 0.23892], [-0.40412, 1.74239, 0.88509], [1.14963, 2.31981, -0.01954], [0.52266, 1.49256, -1.84061], [-0.69459, 2.70908, -1.99479], [-1.21909, 1.13946, -1.40934]], "atomic_forces_ev_per_a": [[1.26, -0.77, 1.53], [-0.26, -0.40, -0.32], [-0.20, 0.24, 0.22], [-0.15, 0.70, -0.40], [-0.08, 0.08, -0.74], [0.26, 0.54, -0.24], [-0.08, -0.53, -0.28], [-0.76, 0.08, 0.18], [-0.45, 1.65, -1.25], [0.62, 0.52, 0.63], [-0.32, -0.15, -0.05], [0.49, -0.50, 0.03], [0.08, -0.67, 0.88], [-0.43, -0.63, -0.38], [-0.12, 0.12, 0.19], [0.13, -0.27, -0.01]]}



# 6
{"formula": "C4H12", "method": "ωB97M-V with the def2-TZVPD basis set", "e_above_lowest_ev": 1.9720, "multiplicity": 2, "lumo_ev": [4.23, 4.34], "molar_mass_g_mol": 60.14, "charge": -1, "elements": ["C", "C", "H", "H", "H", "H", "H", "H", "C", "C", "H", "H", "H", "H", "H", "H"], "coordinates": [[0.92968, 1.20214, 1.35659], [-0.04675, 2.29191, 1.64058], [2.06016, 1.48708, 1.12481], [1.07762, 0.58004, 2.19613], [0.67566, 0.60681, 0.46908], [0.08584, 2.54446, 2.81896], [-1.24241, 2.18079, 1.60167], [-0.03183, 3.06087, 1.00204], [-0.47186, -1.14131, -2.11724], [-0.50709, -2.26492, -1.02224], [-1.05891, -0.19796, -1.83825], [0.60300, -1.04306, -2.18212], [-0.89656, -1.60296, -3.02764], [-0.78803, -3.15189, -1.51433], [-0.97259, -2.14452, -0.01406], [0.58408, -2.40747, -0.49398]], "atomic_forces_ev_per_a": [[2.19, -0.29, -2.12], [-2.78, -1.44, 5.22], [-2.32, 0.34, 0.41], [-0.26, -1.11, 0.91], [-0.16, -0.06, 0.42], [-0.16, 0.29, -2.81], [2.49, -1.18, 0.04], [1.00, 3.47, -2.04], [-1.05, -0.34, 1.44], [2.63, 0.98, 2.76], [1.15, -1.23, -0.42], [0.12, 1.08, -0.83], [0.26, 0.55, 0.20], [-0.34, -1.44, -0.05], [-0.83, 0.30, -1.25], [-1.96, 0.08, -1.87]]}



# 7
{"formula": "C4H12", "method": "ωB97M-V with the def2-TZVPD basis set", "e_above_lowest_ev": 0.5466, "multiplicity": 2, "lumo_ev": [4.36, 4.51], "molar_mass_g_mol": 60.14, "charge": -1, "elements": ["C", "C", "H", "H", "H", "H", "H", "H", "C", "C", "H", "H", "H", "H", "H", "H"], "coordinates": [[1.24875, -1.20559, -1.58936], [-0.00096, -2.05981, -1.24336], [1.53354, -0.66212, -0.68863], [1.96565, -1.68585, -2.24225], [0.93083, -0.32937, -2.17579], [-0.85835, -1.38564, -1.15269], [-0.24758, -2.65137, -2.12826], [0.16145, -2.77193, -0.43585], [0.02096, 1.18409, 1.58153], [-1.24954, 2.00363, 1.28717], [-0.19939, 0.20013, 2.02140], [0.63201, 1.06217, 0.68866], [0.62401, 1.53829, 2.42137], [-0.92987, 3.04244, 1.25904], [-1.96680, 1.89249, 2.10065], [-1.66470, 1.82844, 0.29636]], "atomic_forces_ev_per_a": [[-1.67, 1.04, 0.07], [0.55, 0.21, -1.47], [1.03, -0.63, 0.10], [0.61, -0.29, 0.63], [-0.30, -0.25, -0.29], [0.07, -0.22, 0.75], [-0.04, -0.22, -0.09], [-0.21, 0.31, 0.28], [-0.41, -0.84, 0.67], [1.13, 0.34, 0.43], [-0.29, -0.21, -0.79], [0.06, 0.00, 0.06], [0.09, 0.86, -0.30], [-0.18, 0.40, 0.06], [-0.24, -0.02, -0.23], [-0.19, -0.47, 0.12]]}



# 8
{"formula": "C4H12", "method": "ωB97M-V with the def2-TZVPD basis set", "e_above_lowest_ev": 1.9378, "lumo_ev": 1.11, "smiles": "CC.CC", "molar_mass_g_mol": 60.14, "charge": 0, "elements": ["C", "C", "H", "H", "H", "H", "H", "H", "C", "C", "H", "H", "H", "H", "H", "H"], "coordinates": [[-1.87336, -0.05632, 1.25147], [-1.12773, -1.34688, 1.08478], [-2.67855, -0.18271, 1.93692], [-1.29336, 0.76638, 1.27221], [-2.19700, 0.25811, 0.23832], [-0.18919, -1.17673, 1.59939], [-1.50368, -2.33346, 1.55043], [-0.93602, -1.63810, 0.05950], [0.81197, 1.23801, -1.24198], [1.99350, 0.24087, -1.11594], [1.16863, 2.24140, -0.78043], [0.53891, 1.30117, -2.26650], [0.24681, 0.72876, -0.41144], [2.88104, 0.77925, -1.44173], [1.66923, -0.71165, -1.60924], [2.48880, -0.10812, -0.12576]], "atomic_forces_ev_per_a": [[-2.31, -2.22, -2.91], [0.95, -2.01, 1.08], [-0.54, 0.74, 0.50], [2.46, 2.62, 1.93], [-1.28, -0.76, 0.27], [0.62, -0.49, -0.16], [-0.12, 1.87, -0.43], [0.20, 0.25, -0.27], [2.20, -0.16, 4.80], [1.56, -0.57, 0.48], [-0.85, -1.42, -1.12], [-0.92, 0.03, -0.42], [-1.25, 1.16, -1.59], [0.27, -0.72, -1.37], [1.00, 0.87, -0.08], [-1.98, 0.80, -0.72]]}